C4H7NO in the gas phase, computed with ωB97M-V/def2-TZVPD.

XYZ file:
```
13
Properties=species:S:1:pos:R:3:forces:R:3
C -1.517 -0.352 -0.094 -0.01 -0.03 0.00
C -0.034 -0.114 0.054 -0.08 -0.06 0.01
C 0.980 -1.155 -0.312 0.26 0.07 0.37
N 0.751 0.272 -1.109 0.47 -0.29 0.02
C 0.377 0.731 1.212 0.33 0.19 0.04
O 1.295 1.527 1.190 -0.46 -0.26 -0.03
H -2.092 0.579 -0.034 0.08 -0.11 -0.05
H -1.728 -0.844 -1.046 0.07 0.01 0.11
H -1.848 -1.021 0.705 0.02 0.09 -0.09
H 1.904 -0.945 0.242 -0.15 -0.13 0.21
H 0.675 -0.223 -1.978 -0.55 0.61 -0.46
H 1.422 1.022 -0.975 -0.05 -0.16 -0.05
H -0.185 0.523 2.145 0.08 0.08 -0.08
```
Positions in Å, forces in eV/Å.

Molar mass in g mol⁻¹: 85.11
HOMO energy in eV: -8.05
Orbital gap in eV: 8.88
2S+1: 1

Results of the Mulliken charge analysis, in e, for atoms 1 through 5: -1.522, 1.034, -0.758, -0.417, -0.039